Entry 1:
2 unconnected molecules or ions with the total composition C5H8N2P in a non-equilibrium geometry, computed with wB97M-V/def2-TZVPD.

Values from the calculation:
* net charge: +1

Each atom is followed by the atoms it is bonded to, with distances in Å.
Positions of all 16 atoms, in Å:
1 C -2.558 -0.670 0.753  C2 1.447, C3 1.366, H9 1.134
2 C -1.149 -0.531 1.049  C1 1.447, C4 1.295, H10 1.070
3 C -3.120 0.097 -0.226  C1 1.366, P8 1.812, H11 1.107
4 C -0.674 0.290 0.166  C2 1.295, P8 1.798
5 C 1.759 0.523 -0.026  N6 1.300, N7 1.305
6 N 2.145 -0.083 -1.110  C5 1.300, H12 1.065, H13 1.083
7 N 2.438 0.703 1.074  C5 1.305, H14 1.021, H15 1.065
8 P -1.797 1.053 -1.012  C3 1.812, C4 1.798, H16 1.327
9 H -3.156 -1.079 1.626  C1 1.134
10 H -0.502 -1.012 1.752  C2 1.070
11 H -4.176 0.284 -0.504  C3 1.107
12 H 1.460 -0.568 -1.766  N6 1.065
13 H 3.100 -0.593 -1.094  N6 1.083
14 H 2.111 1.079 1.965  N7 1.021
15 H 3.486 0.890 1.025  N7 1.065
16 H -1.977 1.984 -0.083  P8 1.327

***

Entry 2:
A single C5H8N2S molecule in a non-equilibrium geometry, computed with wB97M-V/def2-TZVPD.

Values from the calculation:
* SMILES string: C[C@]12C=NS[C@H]1CN2

Each atom is followed by the atoms it is bonded to, with distances in Å.
Positions of all 16 atoms, in Å:
1 C -1.175 -1.097 0.874  C2 1.546, H9 1.081, H10 1.126, H11 1.080
2 C -0.186 -0.344 -0.046  C1 1.546, C3 1.498, C6 1.519, N8 1.489
3 C 0.753 -1.213 -0.827  C2 1.498, N4 1.283, H12 1.097
4 N 2.024 -1.047 -0.757  C3 1.283, S5 1.745
5 S 2.421 0.191 0.408  N4 1.745, C6 1.796
6 C 0.706 0.665 0.655  C2 1.519, S5 1.796, C7 1.559, H13 1.096
7 C 0.139 1.745 -0.316  C6 1.559, N8 1.481, H14 1.100, H15 1.166
8 N -0.849 0.755 -0.801  C2 1.489, C7 1.481, H16 0.962
9 H -1.686 -0.422 1.546  C1 1.081
10 H -1.975 -1.594 0.256  C1 1.126
11 H -0.655 -1.843 1.456  C1 1.080
12 H 0.382 -1.992 -1.502  C3 1.097
13 H 0.426 0.807 1.705  C6 1.096
14 H 0.783 2.112 -1.129  C7 1.100
15 H -0.334 2.661 0.229  C7 1.166
16 H -0.773 0.614 -1.750  N8 0.962

***

Entry 3:
A single C5H8N2S molecule in a non-equilibrium geometry, computed with wB97M-V/def2-TZVPD.

Values from the calculation:
* SMILES string: C[C@]12C[C@H]1N(S)C=N2

Each atom is followed by the atoms it is bonded to, with distances in Å.
Positions of all 16 atoms, in Å:
1 C 2.121 0.049 -0.695  C2 1.552, H9 1.115, H10 1.140, H11 1.176
2 C 0.731 0.129 -0.009  C1 1.552, C3 1.562, C4 1.550, N8 1.468
3 C 0.477 -0.950 1.092  C2 1.562, C4 1.557, H12 1.108, H13 1.023
4 C -0.555 -0.734 -0.053  C2 1.550, C3 1.557, N5 1.472, H14 1.092
5 N -1.631 0.222 0.256  C4 1.472, S6 1.655, C7 1.433
6 S -3.212 -0.077 -0.128  N5 1.655, H15 1.531
7 C -0.986 1.491 0.420  N5 1.433, N8 1.276, H16 1.107
8 N 0.276 1.504 0.230  C2 1.468, C7 1.276
9 H 2.269 -0.984 -1.090  C1 1.115
10 H 2.895 0.317 0.098  C1 1.140
11 H 2.038 0.845 -1.557  C1 1.176
12 H 0.090 -0.553 2.050  C3 1.108
13 H 1.075 -1.778 1.134  C3 1.023
14 H -0.895 -1.437 -0.817  C4 1.092
15 H -3.087 -0.413 -1.616  S6 1.531
16 H -1.605 2.370 0.684  C7 1.107

***

Number 1: frontier orbital gap 8.124 eV, DFT total energy -645.75264 Eh. Number 2: frontier orbital gap 9.371 eV, DFT total energy -702.95984 Eh. Number 3: frontier orbital gap 9.211 eV, DFT total energy -702.92647 Eh.